A) DFT (the ωB97M-V functional and the def2-TZVPD basis) results for the molecule C9H9NOS.

HOMO-LUMO gap (spin up / spin down)   7.56 / 7.56 eV
Spin multiplicity   1

Each line ends with the natural charge from an NBO analysis.
CARTESIAN COORDINATES (ANGSTROEM)
C 2.058 -1.277 -1.201  -0.250
C 1.090 -1.802 -1.645  -0.020
C 0.987 1.080 2.246  -0.197
C -0.045 0.219 2.353  -0.218
C 1.073 1.969 1.176  -0.208
C -0.980 0.157 1.339  -0.185
C 0.043 2.009 0.247  -0.190
C -0.949 1.020 0.217  -0.319
C -0.236 -2.104 -2.114  -0.300
N -1.322 -1.238 -1.398  -0.870
O -2.069 1.643 -2.007  -0.875
S -2.221 0.703 -0.966  1.496
H 3.056 -1.235 -0.727  0.241
H 1.902 1.094 2.902  0.222
H -0.191 -0.382 3.259  0.222
H 2.038 2.600 0.953  0.232
H -1.597 -0.681 1.441  0.212
H -0.124 2.872 -0.465  0.236
H -0.660 -3.125 -1.974  0.232
H -0.384 -1.847 -3.086  0.222
H -1.469 -1.675 -0.551  0.317

---

B) DFT (the ωB97M-V functional and the def2-TZVPD basis) results for a structure of composition C9H9NOS.

HOMO-LUMO gap   7.84 eV
Spin multiplicity   1

Each line ends with the natural charge from an NBO analysis.
CARTESIAN COORDINATES (ANGSTROEM)
C 0.864 -2.020 1.583  -0.245
C 1.244 -1.362 0.402  -0.164
C -0.235 -1.626 2.320  0.039
C 0.289 -0.474 -0.095  0.003
C -0.812 -0.199 0.687  0.053
C -1.368 1.722 -0.843  -0.219
C -1.622 0.847 0.134  0.042
C 0.394 0.201 -1.516  -0.401
C 0.037 1.655 -1.429  -0.432
N -1.112 -0.772 1.837  -0.432
O -2.938 0.927 2.770  -0.896
S -3.706 0.985 1.268  0.380
H 1.570 -2.645 2.115  0.219
H 2.084 -1.818 -0.036  0.226
H -0.705 -2.092 3.224  0.215
H -2.086 2.439 -1.124  0.233
H 1.337 0.121 -1.979  0.217
H -0.330 -0.460 -2.033  0.221
H -0.006 2.070 -2.361  0.217
H 0.820 2.078 -0.823  0.218
H -2.240 0.146 2.694  0.505

---

B) wins, 66.7 kcal/mol ahead of the next structure.

---

A) DFT (the ωB97M-V functional and the def2-TZVPD basis) results for a cluster of 3 separate species, C5H13O3 in total.

HOMO-LUMO gap   7.49 eV
Spin multiplicity   1
Total charge   -1

Each line ends with the natural charge from an NBO analysis.
CARTESIAN COORDINATES (ANGSTROEM)
C -0.261 -0.792 -0.559  -0.066
O 0.015 0.396 -1.199  -0.941
C 1.102 -1.498 -0.065  -0.431
C 1.898 -0.524 0.782  -0.496
C 1.393 -0.307 2.227  -0.114
C 1.658 0.859 2.860  -0.492
H -0.816 -1.222 -1.369  0.179
H -0.606 -0.588 0.423  0.119
H 1.065 -2.391 0.493  0.174
H 1.705 -1.690 -0.995  0.189
H 1.879 0.461 0.297  0.249
H 2.973 -0.475 0.934  0.216
H 0.873 -1.220 2.804  0.184
H 1.912 1.785 2.232  0.199
H 1.142 0.979 3.768  0.184
H -2.101 2.218 -0.891  0.459
H -1.196 1.023 -1.803  0.526
O -2.159 1.700 -1.696  -1.125
H -3.032 0.769 -3.287  0.490
H -3.609 0.284 -1.976  0.497
O -3.837 0.232 -2.982  -0.999

---

B) DFT (the ωB97M-V functional and the def2-TZVPD basis) results for a cluster of 3 separate species, C5H13O3 in total.

HOMO-LUMO gap   8.51 eV
Spin multiplicity   1
Total charge   -1

Each line ends with the natural charge from an NBO analysis.
CARTESIAN COORDINATES (ANGSTROEM)
C 0.081 -0.147 -1.782  -0.064
O 1.236 0.013 -1.035  -0.793
C -0.760 -1.303 -1.308  -0.388
C -0.999 -1.318 0.202  -0.475
C 0.174 -1.696 1.020  -0.126
C 0.793 -0.872 1.931  -0.401
H -0.546 0.761 -1.564  0.171
H 0.078 -0.181 -2.843  0.134
H -0.288 -2.271 -1.595  0.171
H -1.669 -1.244 -1.935  0.192
H -1.182 -0.337 0.518  0.230
H -1.876 -1.909 0.446  0.197
H 0.760 -2.641 0.949  0.175
H 0.306 -0.062 2.412  0.181
H 1.735 -1.108 2.196  0.173
H -0.386 2.104 0.372  0.498
H -1.135 1.092 1.295  0.414
O -1.414 1.862 0.882  -1.074
H 1.456 2.347 0.842  0.431
H 1.155 0.940 -0.616  0.524
O 0.911 2.441 0.046  -1.169

---

B) wins, 28.3 kcal/mol ahead of the next structure.

---

A) DFT (the ωB97M-V functional and the def2-TZVPD basis) results for the molecule C2H7NO3S.

HOMO-LUMO gap   10.37 eV
Spin multiplicity   1
SMILES   NCCS(=O)(=O)O

Each line ends with the natural charge from an NBO analysis.
CARTESIAN COORDINATES (ANGSTROEM)
N -1.836 0.777 0.037  -0.845
C -1.244 -0.557 0.220  -0.230
C 0.067 -0.657 -0.553  -0.672
S 1.379 0.181 0.310  2.322
O 1.683 -0.552 1.537  -0.906
O 1.111 1.613 0.365  -0.947
O 2.604 -0.023 -0.734  -0.882
H -2.741 0.851 0.530  0.363
H -1.229 1.482 0.431  0.374
H -1.076 -0.820 1.271  0.194
H -1.956 -1.273 -0.230  0.206
H 0.393 -1.689 -0.655  0.253
H -0.043 -0.206 -1.525  0.253
H 2.888 0.874 -1.003  0.516

---

B) DFT (the ωB97M-V functional and the def2-TZVPD basis) results for the molecule C2H7NO3S.

HOMO-LUMO gap   9.80 eV
Spin multiplicity   1
SMILES   CNS(=O)(=O)CO

Each line ends with the natural charge from an NBO analysis.
CARTESIAN COORDINATES (ANGSTROEM)
C -1.057 -1.739 -0.439  -0.431
N -0.895 -0.376 -1.049  -0.836
S 0.635 0.323 -0.838  2.070
O 0.675 1.610 -1.497  -0.943
O 1.566 -0.697 -1.270  -0.943
C 0.765 0.911 1.313  -0.129
O 0.292 2.159 1.396  -0.698
H -1.527 -2.387 -1.364  0.204
H -0.145 -2.224 -0.308  0.230
H -1.679 -1.883 0.384  0.199
H -1.483 0.388 -0.820  0.391
H 0.165 0.180 1.821  0.186
H 1.883 0.801 1.572  0.186
H 0.804 2.933 1.099  0.513

---

A) wins, 51.3 kcal/mol ahead of the next structure.

---

A) DFT (the ωB97M-V functional and the def2-TZVPD basis) results for the molecule C3H5NO3.

HOMO-LUMO gap   10.93 eV
Spin multiplicity   1
SMILES   COC(=O)/C=N/O

Each line ends with the natural charge from an NBO analysis.
CARTESIAN COORDINATES (ANGSTROEM)
C -2.090 0.030 0.131  -0.270
O -0.837 0.452 -0.399  -0.558
C 0.022 -0.621 -0.973  0.777
O -0.281 -1.708 -1.324  -0.499
C 1.207 0.136 -0.494  -0.057
N 1.546 0.154 0.738  -0.088
O 2.820 0.701 0.935  -0.555
H -2.310 -1.008 -0.124  0.194
H -2.873 0.665 -0.301  0.187
H -2.054 0.132 1.214  0.189
H 1.903 0.382 -1.300  0.197
H 2.948 0.685 1.896  0.481

---

B) DFT (the ωB97M-V functional and the def2-TZVPD basis) results for the molecule C3H5NO3.

HOMO-LUMO gap   9.80 eV
Spin multiplicity   1

Each line ends with the natural charge from an NBO analysis.
CARTESIAN COORDINATES (ANGSTROEM)
C -1.402 0.209 -0.747  -0.466
C 1.243 0.639 -0.074  0.831
C 0.360 -0.672 0.735  0.329
O 2.371 0.166 -0.640  -0.668
O -0.552 -0.903 1.684  -0.667
N -0.054 -0.272 -0.442  -0.429
O 1.084 1.789 0.232  -0.597
H 2.278 -0.791 -0.758  0.493
H -0.099 -1.192 2.487  0.504
H -2.172 -0.337 -0.205  0.220
H -1.470 1.260 -0.459  0.234
H -1.588 0.102 -1.813  0.215

---

B) wins, 17.2 kcal/mol ahead of the next structure.